Model P:
CH9N3O2 | ωB97M-V with the def2-TZVPD basis set

Multiplicity: 1
HOMO energy (eV): -9.193
SMILES: N=C(N)N.O.O
Orbital gap (eV): 9.553
Charge: 0

Element x y z (Å)
N  1.67979  -0.57661  2.18526
C  0.79033  -0.85559  1.31644
N  0.75107  -0.18223  0.05624
N  -0.29273  -1.65939  1.55411
H  2.33802  0.03180  1.72076
H  1.46365  -0.53471  -0.57791
H  -0.11313  0.08588  -0.38355
H  -0.99664  -1.79643  0.86074
H  -0.19978  -2.22717  2.38174
O  -1.67092  -0.53764  -2.36506
H  -0.84528  -0.99707  -2.25470
H  -2.21098  -0.84721  -3.08096
O  -0.58409  3.34100  -1.51534
H  0.10250  2.81538  -1.11527
H  -1.41356  3.13819  -1.08216

Electronic structure analysis, Löwdin charges in units of e: number 1, N, carries 0.0935; number 2, C, carries -0.6197; number 3, N, carries 0.0770; number 4, N, carries 0.1197; number 5, H, carries 0.0304; number 6, H, carries 0.0865; number 7, H, carries 0.0478; number 8, H, carries 0.0813; number 9, H, carries 0.0965; number 10, O, carries -0.0467; number 11, H, carries 0.0126; number 12, H, carries 0.0303; number 13, O, carries -0.0522; number 14, H, carries 0.0129; number 15, H, carries 0.0299

Model Q:
CH9N3O2 | ωB97M-V with the def2-TZVPD basis set

Multiplicity: 1
HOMO energy (eV): -9.443
SMILES: N=C(N)N.O.O
Orbital gap (eV): 10.128
Charge: 0

Element x y z (Å)
N  0.20524  1.50879  0.21600
C  1.11255  0.57212  0.33611
N  0.69471  -0.69032  0.59221
N  2.57381  0.76382  0.35240
H  0.63452  2.42613  -0.03605
H  -0.20359  -0.86305  0.26388
H  1.08847  -1.57309  0.79410
H  2.83355  0.72273  1.36895
H  2.93092  -0.09279  0.00761
O  -2.84302  -1.26672  0.35236
H  -3.86664  -1.52517  0.48944
H  -2.39612  -0.73623  1.06156
O  -1.10186  -0.03200  -1.85152
H  -0.81036  0.66902  -1.23448
H  -0.85217  0.11676  -2.71256

Electronic structure analysis, Löwdin charges in units of e: number 1, N, carries 0.0724; number 2, C, carries -0.5526; number 3, N, carries 0.1405; number 4, N, carries 0.0759; number 5, H, carries 0.0677; number 6, H, carries 0.0375; number 7, H, carries 0.0982; number 8, H, carries 0.0997; number 9, H, carries 0.0408; number 10, O, carries -0.1503; number 11, H, carries 0.1150; number 12, H, carries 0.0375; number 13, O, carries -0.0536; number 14, H, carries -0.0101; number 15, H, carries -0.0186

It turns out model P is the most stable, with the second structure 60.5 kJ/mol higher.

Model P:
C29H26BCl7N11O3Ta | ωB97M-V with the def2-TZVPD basis set

⟨S²⟩: 0.793
Multiplicity: 2
HOMO energy (alpha / beta) (eV): -11.099 / -11.260
Orbital gap (alpha / beta) (eV): 7.977 / 6.243
Charge: +1

Element x y z (Å)
Ta  -0.44588  0.39931  -0.74192
C  -2.82076  -2.40795  -0.97846
C  -2.22544  -2.09378  0.35232
C  -2.62808  -2.60411  1.58318
C  -1.73813  -2.09004  2.50345
N  -0.84985  -1.32755  1.86080
N  -1.15444  -1.29489  0.53716
B  0.40413  -0.59907  2.40104
N  0.05573  0.89622  2.49200
C  0.18812  1.78139  3.48428
C  -0.24985  3.00479  3.03070
C  -0.64431  2.79754  1.70934
C  -1.19958  3.87947  0.83643
N  -0.48500  1.49825  1.39073
N  1.55731  -0.71325  1.36345
C  2.77364  -1.23277  1.56378
C  3.58921  -0.86081  0.51506
C  2.78986  -0.07841  -0.31459
C  3.19146  0.60262  -1.57655
N  1.55925  0.00777  0.21195
N  0.85711  -1.24045  3.68683
C  0.93578  -2.56916  3.97299
C  1.75451  -2.71779  5.05813
C  2.17114  -1.40577  5.38041
C  3.08459  -0.96996  6.47896
N  1.64135  -0.53167  4.54441
H  -3.19928  -3.42867  -0.95784
H  -2.08695  -2.32284  -1.77599
H  -3.66308  -1.75246  -1.20580
H  -3.44479  -3.27983  1.76724
H  -1.66785  -2.23759  3.56773
H  0.61130  1.47123  4.42282
H  -0.28303  3.93344  3.57374
H  -0.64391  4.79973  1.01486
H  -2.23766  4.07581  1.10833
H  -1.17725  3.65995  -0.22465
H  2.99066  -1.79878  2.45494
H  4.63029  -1.09707  0.38012
H  4.09873  1.18421  -1.40883
H  2.41198  1.26414  -1.94528
H  3.41918  -0.12832  -2.35453
H  0.42693  -3.31074  3.37971
H  2.01344  -3.63435  5.55995
H  3.20946  -1.76413  7.21232
H  2.68853  -0.09046  6.98410
H  4.06920  -0.71415  6.08597
Cl  -7.22894  1.95520  -3.38482
C  -5.64853  1.41612  -3.00564
C  -5.13999  1.61097  -1.72184
Cl  -6.06611  2.37333  -0.49929
C  -3.85634  1.17528  -1.44420
Cl  -3.10913  1.34035  0.10163
C  -3.06463  0.55134  -2.39717
O  -1.84992  0.12874  -2.06022
C  -3.58116  0.34059  -3.67142
Cl  -2.60250  -0.47439  -4.82044
C  -4.86769  0.77898  -3.97617
Cl  -5.49436  0.52948  -5.54838
N  2.13964  3.19228  -0.01803
N  1.52534  3.83903  -1.08760
C  0.45460  3.33108  -1.75606
O  -0.06361  3.88237  -2.69045
O  0.02523  2.14037  -1.29558
H  2.01576  3.71655  0.83989
H  3.12701  3.07024  -0.20278
H  1.84645  4.73739  -1.41605
Cl  0.70045  -3.65686  -1.55963
C  1.11887  -2.80875  -2.99266
C  1.63546  -3.47754  -4.07044
C  1.97749  -2.76039  -5.22001
C  1.80449  -1.37987  -5.29247
C  1.29548  -0.69347  -4.21708
Cl  1.04381  0.99815  -4.31040
C  0.92879  -1.37672  -3.00497
N  0.43880  -0.76515  -1.97292
H  1.77506  -4.54805  -4.02378
H  2.38272  -3.28702  -6.07307
H  2.05967  -0.83872  -6.19275

Electronic structure analysis, Löwdin charges in units of e: number 1, Ta, carries 1.8384; number 2, C, carries -0.0148; number 3, C, carries -0.3207; number 4, C, carries 0.0170; number 5, C, carries -0.0320; number 6, N, carries 0.0257; number 7, N, carries -0.0473; number 8, B, carries -0.6641; number 9, N, carries 0.0319; number 10, C, carries -0.0246; number 11, C, carries -0.0032; number 12, C, carries -0.3485; number 13, C, carries -0.0422; number 14, N, carries -0.0457; number 15, N, carries 0.0401; number 16, C, carries -0.0143; number 17, C, carries 0.0176; number 18, C, carries -0.3177; number 19, C, carries -0.0364; number 20, N, carries -0.0382; number 21, N, carries -0.0157; number 22, C, carries -0.0895; number 23, C, carries -0.0098; number 24, C, carries -0.3414; number 25, C, carries -0.0268; number 26, N, carries 0.1175; number 27, H, carries 0.0976; number 28, H, carries 0.0576; number 29, H, carries 0.0858; number 30, H, carries 0.1196; number 31, H, carries 0.1356; number 32, H, carries 0.1114; number 33, H, carries 0.1158; number 34, H, carries 0.0950; number 35, H, carries 0.0865; number 36, H, carries 0.0415; number 37, H, carries 0.1290; number 38, H, carries 0.1166; number 39, H, carries 0.0926; number 40, H, carries 0.0223; number 41, H, carries 0.0871; number 42, H, carries 0.1225; number 43, H, carries 0.1077; number 44, H, carries 0.0782; number 45, H, carries 0.0788; number 46, H, carries 0.0801; number 47, Cl, carries 0.7230; number 48, C, carries -0.6961; number 49, C, carries -0.6902; number 50, Cl, carries 0.7336; number 51, C, carries -0.5559; number 52, Cl, carries 0.8625; number 53, C, carries -0.4356; number 54, O, carries -0.3284; number 55, C, carries -0.5982; number 56, Cl, carries 0.7590; number 57, C, carries -0.6839; number 58, Cl, carries 0.7319; number 59, N, carries 0.0667; number 60, N, carries 0.0143; number 61, C, carries -0.6790; number 62, O, carries 0.1050; number 63, O, carries -0.2660; number 64, H, carries 0.0929; number 65, H, carries 0.0889; number 66, H, carries 0.1608; number 67, Cl, carries 0.7600; number 68, C, carries -0.5757; number 69, C, carries -0.0869; number 70, C, carries -0.0271; number 71, C, carries -0.0857; number 72, C, carries -0.5854; number 73, Cl, carries 0.8134; number 74, C, carries -0.4097; number 75, N, carries -0.0781; number 76, H, carries 0.1157; number 77, H, carries 0.1211; number 78, H, carries 0.1169

Model Q:
C29H26BCl7N11O3Ta | ωB97M-V with the def2-TZVPD basis set

⟨S²⟩: 0.797
Multiplicity: 2
HOMO energy (alpha / beta) (eV): -10.790 / -11.402
Orbital gap (alpha / beta) (eV): 6.969 / 6.809
Charge: +1

Element x y z (Å)
Ta  0.39635  0.34971  0.61642
C  -2.14336  1.34828  3.02138
C  -1.77974  -0.09264  2.94682
C  -2.31856  -1.16283  3.64914
C  -1.61758  -2.27981  3.22944
N  -0.70886  -1.90463  2.32850
N  -0.80003  -0.55996  2.14353
B  0.35212  -2.78946  1.60048
N  0.07615  -2.74605  0.08987
C  -0.44678  -3.68582  -0.70054
C  -0.43706  -3.22376  -1.99368
C  0.11241  -1.94621  -1.94021
C  0.43638  -1.15958  -3.16480
N  0.42456  -1.62957  -0.65886
N  1.76425  -2.16936  1.80048
C  2.92514  -2.79168  2.01780
C  3.93793  -1.85487  2.01472
C  3.31660  -0.63749  1.76021
C  3.97892  0.69847  1.78588
N  1.99270  -0.84306  1.59833
N  0.31139  -4.15007  2.25288
C  0.77013  -4.44736  3.50146
C  0.24161  -5.65192  3.87033
C  -0.57592  -6.03608  2.78106
C  -1.41002  -7.26567  2.63867
N  -0.54024  -5.12405  1.82803
H  -2.80109  1.51300  3.87152
H  -2.65228  1.66541  2.11217
H  -1.25260  1.96728  3.13709
H  -3.11497  -1.12491  4.37109
H  -1.70884  -3.31513  3.51586
H  -0.76755  -4.61929  -0.27161
H  -0.75544  -3.74629  -2.87905
H  -0.19325  -1.51537  -3.97911
H  1.47776  -1.33455  -3.44049
H  0.28606  -0.09835  -3.05229
H  2.95829  -3.85660  2.17089
H  4.98592  -2.02312  2.18937
H  5.03331  0.58421  1.54184
H  3.90652  1.12895  2.78611
H  3.54478  1.41901  1.09797
H  1.42121  -3.77814  4.03967
H  0.41835  -6.19053  4.78550
H  -0.88394  -8.13866  3.02259
H  -1.65494  -7.43591  1.59239
H  -2.34270  -7.16982  3.19650
Cl  -6.95969  -3.15023  -3.45458
C  -5.56869  -2.22409  -3.16383
C  -4.96034  -2.26102  -1.88472
Cl  -5.63619  -3.24410  -0.65414
C  -3.83941  -1.51564  -1.64150
Cl  -3.06280  -1.53129  -0.12531
C  -3.23736  -0.67836  -2.67623
O  -2.22272  -0.02177  -2.47357
C  -3.90387  -0.67994  -3.97654
Cl  -3.20357  0.28566  -5.18499
C  -5.02991  -1.42918  -4.20221
Cl  -5.78908  -1.41450  -5.73712
N  2.66999  0.87032  -2.10358
N  0.29245  1.28526  -1.34188
C  -0.92461  2.01282  -0.90361
O  -1.34589  3.00570  -1.40068
O  -1.37625  1.27833  0.08410
H  2.10381  1.37387  -0.05958
H  3.64086  1.17967  -2.16214
H  1.71984  2.71963  -2.49954
Cl  1.80073  1.94127  -1.38500
C  1.65475  3.42846  -0.37725
C  1.96984  4.65423  -0.92470
C  1.93558  5.74464  -0.07513
C  1.63253  5.57359  1.27669
C  1.33741  4.32818  1.79820
Cl  0.95510  4.12912  3.46373
C  1.33272  3.19555  0.96987
N  0.95208  1.93817  1.32903
H  2.20666  4.76290  -1.97777
H  2.13668  6.73536  -0.45657
H  1.61427  6.42994  1.93686

Electronic structure analysis, Löwdin charges in units of e: number 1, Ta, carries 1.7887; number 2, C, carries -0.0126; number 3, C, carries -0.3056; number 4, C, carries 0.0190; number 5, C, carries -0.0164; number 6, N, carries 0.0263; number 7, N, carries -0.0707; number 8, B, carries -0.6706; number 9, N, carries 0.0098; number 10, C, carries -0.0532; number 11, C, carries -0.0091; number 12, C, carries -0.3205; number 13, C, carries -0.0459; number 14, N, carries 0.0003; number 15, N, carries 0.0234; number 16, C, carries -0.0258; number 17, C, carries 0.0160; number 18, C, carries -0.2988; number 19, C, carries -0.0103; number 20, N, carries -0.0453; number 21, N, carries -0.0185; number 22, C, carries -0.0923; number 23, C, carries -0.0071; number 24, C, carries -0.3417; number 25, C, carries -0.0272; number 26, N, carries 0.1163; number 27, H, carries 0.0912; number 28, H, carries 0.0824; number 29, H, carries 0.0538; number 30, H, carries 0.1191; number 31, H, carries 0.1340; number 32, H, carries 0.1095; number 33, H, carries 0.1188; number 34, H, carries 0.0848; number 35, H, carries 0.0855; number 36, H, carries 0.0298; number 37, H, carries 0.1355; number 38, H, carries 0.1190; number 39, H, carries 0.0930; number 40, H, carries 0.1012; number 41, H, carries 0.0372; number 42, H, carries 0.1262; number 43, H, carries 0.1089; number 44, H, carries 0.0808; number 45, H, carries 0.0772; number 46, H, carries 0.0809; number 47, Cl, carries 0.7618; number 48, C, carries -0.6749; number 49, C, carries -0.6996; number 50, Cl, carries 0.7230; number 51, C, carries -0.5666; number 52, Cl, carries 0.8370; number 53, C, carries -0.4377; number 54, O, carries 0.0324; number 55, C, carries -0.5961; number 56, Cl, carries 0.7913; number 57, C, carries -0.7036; number 58, Cl, carries 0.7276; number 59, N, carries -0.2732; number 60, N, carries -0.2712; number 61, C, carries -0.7218; number 62, O, carries 0.1577; number 63, O, carries -0.1844; number 64, H, carries 0.0038; number 65, H, carries 0.0414; number 66, H, carries 0.1056; number 67, Cl, carries 0.9294; number 68, C, carries -0.2813; number 69, C, carries -0.0529; number 70, C, carries -0.0458; number 71, C, carries -0.0633; number 72, C, carries -0.5935; number 73, Cl, carries 0.7405; number 74, C, carries -0.3877; number 75, N, carries -0.1548; number 76, H, carries 0.1209; number 77, H, carries 0.1199; number 78, H, carries 0.1191

It turns out model P is the most stable, with the second structure 1285.3 kJ/mol higher.